(1)
The following is a quantum chemistry calculation of a structure of composition CH8N2O in a non-equilibrium geometry, from OMol25.

Last column: natural (NBO) charge in e.
Element x y z (Å)
N -0.3438 -0.9598 -0.2776  -0.999
C -1.7224 -0.3331 0.8519  0.167
O -1.9140 -1.1709 1.8418  -0.781
H -0.6291 -1.5772 -1.0800  0.345
H 0.0196 -1.6392 0.3712  0.385
H -1.1157 0.6146 1.0468  0.121
H -2.4324 -0.3309 0.0228  0.107
N 1.7999 1.2687 -0.6457  -1.674
H 0.3510 -0.3253 -0.7164  0.419
H 2.7598 1.1831 -0.9056  0.300
H 1.5459 2.2264 -0.8506  0.304
H 1.6813 1.0435 0.3414  0.306

Forces on atoms 1 to 6 (eV/Å):
N -0.302 -1.369 -2.123
C 0.278 -1.302 3.018
O 0.570 2.135 -2.784
H -0.170 0.823 0.821
H 0.831 0.173 0.474
H -1.075 -0.815 -0.262

As for the gap between HOMO and LUMO (alpha / beta): 0.1283 / 0.3395 hartree. As for the molar mass: 64.09 g/mol. The charge is -1. As for the expectation value of S²: 0.750. The value obtained for the highest occupied orbital energy (alpha / beta) is 0.91 / -5.05 eV. The calculation puts the LUMO energy (alpha / beta) at 4.406 / 4.185 eV. As for the relative energy (zero: lowest compared OMol25 entry of this formula, charge and spin): 15.6 kcal/mol. The spin multiplicity is 2.



(2)
The following is a quantum chemistry calculation of a structure of composition C4H4N2O2 in a non-equilibrium geometry, from OMol25.

Last column: natural (NBO) charge in e.
Element x y z (Å)
C -0.0166 -0.8663 0.6492  0.464
C 1.1322 0.3033 -0.9272  0.453
C -0.3840 1.5217 -1.0248  -0.071
C -0.1436 0.1035 -0.3773  -0.333
H -0.3501 -1.7176 2.5823  0.452
H -2.2567 -1.6933 1.1434  0.407
H -0.3385 2.4064 -0.1457  0.209
H -1.1930 1.9564 -1.9427  0.215
N -0.6983 -1.5373 1.5187  -0.797
N 1.9666 -0.5749 -0.4105  -0.211
O 1.3600 -1.2468 0.6944  -0.314
O 0.9219 1.3450 -1.7598  -0.473

Forces on atoms 1 to 6 (eV/Å):
C 3.005 2.879 -2.586
C -0.663 -4.632 2.734
C -2.158 2.993 -0.639
C -0.881 0.259 1.222
H -1.443 0.661 -3.742
H 5.383 0.708 1.646

As for the gap between HOMO and LUMO: 0.2525 hartree. As for the molar mass: 112.09 g/mol. The value obtained for the highest occupied orbital energy is -8.20 eV. The calculation puts the LUMO energy at -1.332 eV. As for the relative energy (zero: lowest compared OMol25 entry of this formula, charge and spin): 229.6 kcal/mol.



(3)
The following is a quantum chemistry calculation of a structure of composition C25H32BO4Tm in a non-equilibrium geometry, from OMol25.

Last column: natural (NBO) charge in e.
Element x y z (Å)
O -0.1180 1.2704 -1.3243  -0.616
C 1.0129 1.2187 -2.2815  -0.123
C 0.6906 2.5871 -2.8485  -0.455
H 0.6918 0.3879 -2.9491  0.256
H 2.0001 1.0196 -1.8502  0.199
C -0.6922 2.4002 -2.1680  0.328
H 0.7935 2.7251 -3.9349  0.211
H 1.2530 3.3915 -2.3566  0.212
C -1.8148 1.8360 -3.0058  -0.651
H -1.6352 0.8196 -3.3703  0.237
H -2.0825 2.5003 -3.8440  0.220
H -2.7073 1.7324 -2.3859  0.222
C -1.1074 3.5723 -1.3009  -0.640
H -0.2361 4.0005 -0.7963  0.221
H -1.8364 3.2829 -0.5415  0.232
H -1.5708 4.3464 -1.9296  0.224
Tm -0.0277 0.1818 0.6813  1.369
C 1.0089 1.5676 2.5091  -0.345
C 1.9837 0.5634 2.2734  -0.287
C 2.5350 0.7856 0.9815  -0.381
H 2.3457 -0.1585 2.9965  0.255
C 1.9262 1.9513 0.4475  -0.302
C 0.9397 2.4085 1.3626  -0.383
H 0.3607 3.3206 1.2646  0.230
H 0.4936 1.7240 3.4475  0.246
H 3.3364 0.2175 0.5195  0.229
H 2.2726 2.4963 -0.4227  0.216
C -1.8065 0.0976 2.4062  -0.261
C -1.9818 1.2969 1.6642  -0.359
C -2.3546 0.9465 0.3466  -0.350
H -1.9513 2.2987 2.0730  0.236
C -2.3315 -0.4729 0.2345  -0.413
C -2.0398 -0.9937 1.5237  -0.281
H -2.1177 -2.0344 1.7920  0.256
H -1.7753 0.0976 3.4874  0.247
H -2.8169 1.6112 -0.3674  0.223
H -2.5965 -1.0398 -0.6505  0.241
O -0.0390 -0.7606 -3.7220  -0.557
C -0.3074 -0.0382 -5.0184  -0.082
C 0.4073 -0.8025 -6.1476  -0.435
H 0.1022 0.9945 -4.9397  0.180
H -1.3993 0.0268 -5.1673  0.202
C 1.2938 -1.8437 -5.4393  -0.437
H 0.9860 -0.1090 -6.7762  0.219
H -0.3211 -1.2835 -6.8107  0.218
C 1.0394 -1.7100 -3.9500  -0.073
H 2.3394 -1.6613 -5.6685  0.217
H 1.0697 -2.8461 -5.7833  0.222
H 1.9406 -1.3208 -3.4641  0.172
H 0.6964 -2.5984 -3.4297  0.201
O -0.2720 -2.8818 3.3720  -0.738
B -0.0919 -1.4785 3.2159  0.600
O 0.3266 -0.9709 4.5016  -0.730
C 0.4179 -2.0410 5.3486  0.217
C 0.7200 -2.0519 6.6891  -0.251
C 0.6808 -3.2918 7.3484  -0.233
C 0.3345 -4.4605 6.6610  -0.231
C 0.0252 -4.4268 5.2902  -0.279
C 0.0569 -3.2020 4.6619  0.275
H 0.9596 -1.1217 7.1979  0.219
H 0.9255 -3.3242 8.4117  0.210
H 0.3033 -5.4181 7.1836  0.210
H -0.2385 -5.3347 4.7517  0.218

Forces on atoms 1 to 6 (eV/Å):
O 0.593 0.834 -1.502
C -0.022 -0.832 -0.619
C 0.159 -0.011 0.211
H 0.998 1.259 0.626
H -0.382 0.237 0.211
C 0.282 -0.044 0.513

As for the gap between HOMO and LUMO (alpha / beta): 0.1962 / 0.1986 hartree. As for the molar mass: 576.27 g/mol. As for the expectation value of S²: 2.003. The value obtained for the highest occupied orbital energy (alpha / beta) is -5.21 / -5.28 eV. The calculation puts the LUMO energy (alpha / beta) at 0.125 / 0.126 eV. The spin multiplicity is 3.



(4)
The following is a quantum chemistry calculation of a cluster of 2 separate species, C3H6N2O in total in a non-equilibrium geometry, from OMol25.

Last column: natural (NBO) charge in e.
Element x y z (Å)
N 0.6841 0.5094 1.2565  -0.847
C 0.7633 1.3141 0.0229  -0.424
C -0.5328 -1.3372 -0.9091  0.184
O -0.7566 -1.5380 0.3478  -0.624
C -1.6330 -1.8612 -1.7166  0.105
N -2.4335 -2.0554 -2.5363  -0.271
H 1.6009 0.4554 1.6910  0.374
H 0.0793 0.9733 1.9302  0.372
H -0.2486 1.5050 -0.3432  0.205
H 1.2737 2.2749 0.1637  0.180
H 1.2705 0.7327 -0.7479  0.223
H -0.0674 -0.9731 0.8410  0.524

Forces on atoms 1 to 6 (eV/Å):
N 0.073 0.027 0.192
C 0.018 0.131 -0.171
C -0.238 -0.125 0.221
O 0.120 0.144 -0.325
C -0.651 -0.176 -0.741
N 0.721 0.062 0.768

As for the gap between HOMO and LUMO: 0.3262 hartree. As for the molar mass: 86.09 g/mol. The value obtained for the highest occupied orbital energy is -9.09 eV. The calculation puts the LUMO energy at -0.214 eV. As for the relative energy (zero: lowest compared OMol25 entry of this formula, charge and spin): 87.1 kcal/mol.



(5)
The following is a quantum chemistry calculation of a structure of composition C34H39BeClN4O2P2 in a non-equilibrium geometry, from OMol25.

Last column: Löwdin charge in e.
Element x y z (Å)
Be -1.6928 0.1096 -2.3113  0.262
C 3.3273 0.0777 -0.0145  -0.135
C 3.1470 0.6852 -1.1911  -0.105
C 3.1120 0.0053 -2.5343  -0.202
C 2.0610 -1.1302 -2.7057  -0.202
C 2.5684 -2.5398 -2.6865  -0.120
C 3.4919 -2.9969 -1.8351  -0.100
C 4.3097 -2.1301 -0.9090  -0.195
C 3.5195 -1.3863 0.1898  -0.193
C -2.3943 -1.0844 -3.1824  -0.144
H 3.3905 0.6707 0.9114  0.100
H 3.0256 1.7786 -1.2165  0.106
H 4.1155 -0.3153 -2.8304  0.099
H 2.8728 0.8088 -3.2513  0.105
H 1.2686 -0.9927 -1.9488  0.105
H 1.5554 -0.9400 -3.6705  0.044
H 2.0213 -3.2382 -3.3334  0.084
H 3.6249 -4.0807 -1.7030  0.106
H 4.9567 -1.4270 -1.4535  0.109
H 4.9966 -2.8319 -0.3875  0.110
H 2.6003 -1.9513 0.3687  0.120
H 4.1099 -1.4790 1.1090  0.104
H -2.8699 -1.7997 -2.5011  0.014
H -1.7195 -1.6761 -3.7995  -0.085
H -3.1885 -0.6811 -3.8174  0.005
P -0.3278 -3.4304 -5.5168  1.144
P 1.4369 -0.2048 -6.3936  1.121
N 0.5229 -4.9412 -5.1386  -0.277
N -1.4165 -4.2868 -6.6979  -0.246
N 3.0720 -0.7962 -6.6734  -0.267
N 1.5800 0.9301 -7.8100  -0.252
C 0.8826 -2.9642 -6.8284  -0.409
C 0.6205 -1.5563 -7.3714  -0.398
C 0.2825 -5.6984 -3.9820  -0.147
C 1.0084 -6.8823 -4.0645  -0.099
C 1.7097 -6.8737 -5.3084  -0.083
C 1.4003 -5.6748 -5.9424  -0.161
C -2.7989 -4.0974 -6.7031  -0.151
C -3.3441 -4.8021 -7.7730  -0.103
C -2.2685 -5.4792 -8.4306  -0.089
C -1.0993 -5.1301 -7.7686  -0.147
C 3.8332 -1.2630 -5.5921  -0.144
C 4.9400 -1.9371 -6.0739  -0.082
C 4.8862 -1.8817 -7.4974  -0.078
C 3.6824 -1.2742 -7.8391  -0.168
C 2.5392 1.2581 -8.7741  -0.151
C 1.9455 2.0117 -9.7905  -0.090
C 0.5730 2.2003 -9.4185  -0.103
C 0.3697 1.4987 -8.2377  -0.183
H 0.7686 -3.6341 -7.6882  0.060
H 1.9008 -3.0919 -6.4296  0.073
H 0.9746 -1.5119 -8.4153  0.089
H -0.4533 -1.2920 -7.3661  0.071
H -0.3785 -5.3138 -3.2146  0.100
H 1.0345 -7.6720 -3.3269  0.089
H 2.3543 -7.6358 -5.7150  0.091
H 1.7432 -5.2955 -6.8873  0.089
H -3.2453 -3.4556 -5.9588  0.093
H -4.3813 -4.8286 -8.0556  0.084
H -2.3300 -6.1535 -9.2698  0.090
H -0.0787 -5.3786 -8.0152  0.085
H 3.4814 -1.1206 -4.5854  0.049
H 5.6827 -2.4144 -5.4574  0.093
H 5.6408 -2.2251 -8.1927  0.095
H 3.2308 -1.1515 -8.8163  0.103
H 3.5664 0.9284 -8.7096  0.091
H 2.4295 2.3636 -10.6918  0.089
H -0.1714 2.7869 -9.9392  0.088
H -0.5315 1.3344 -7.6675  0.092
Cl -0.6717 3.8904 4.5493  0.731
C -0.8825 2.9738 3.1435  -0.694
C -2.1395 2.9351 2.5225  -0.083
C -2.3018 2.2527 1.3174  0.004
C -1.2268 1.5713 0.7389  -0.130
C -0.0238 1.4497 1.4628  0.019
C 0.1831 2.2473 2.5954  -0.078
C -1.4254 1.0331 -0.6140  -0.398
O -2.5256 1.1247 -1.2961  0.035
O -0.4931 0.3900 -1.2899  0.002
H -2.9711 3.4539 2.9684  0.104
H -3.2710 2.2280 0.8043  0.133
H 0.7326 0.7231 1.1555  0.113
H 1.1458 2.3251 3.0810  0.105

Forces on atoms 1 to 6 (eV/Å):
Be -0.299 0.174 0.656
C -0.335 0.593 -0.170
C 0.189 0.201 0.599
C -0.412 0.640 -0.357
C -0.054 0.732 -0.432
C -0.191 -0.488 0.539

As for the gap between HOMO and LUMO: 0.2748 hartree. As for the molar mass: 642.12 g/mol. The value obtained for the highest occupied orbital energy is -8.12 eV. The calculation puts the LUMO energy at -0.646 eV. As for the relative energy (zero: lowest compared OMol25 entry of this formula, charge and spin): 0.0 kcal/mol.



(6)
The following is a quantum chemistry calculation of a cluster of 2 separate species, C10H20NP in total in a non-equilibrium geometry, from OMol25.

Last column: natural (NBO) charge in e.
Element x y z (Å)
C 1.3235 -1.5351 -1.5795  -0.370
C 0.8333 -1.3949 -0.3838  -0.291
P 1.6065 -1.6824 1.1390  0.335
C -0.6095 -0.9469 -0.1342  -0.440
C -0.9284 0.3774 0.4837  -0.237
C -0.6157 0.5462 1.9916  -0.632
C -2.3442 0.7539 0.0915  -0.393
C -3.3881 -0.1425 0.7202  -0.614
H 0.8560 -1.3489 -2.4385  0.187
H 2.4064 -1.6637 -1.7385  0.190
H 2.5422 -2.7559 0.9199  -0.010
H 0.6972 -2.4425 1.7167  -0.032
H -1.1241 -0.8825 -1.1528  0.216
H -1.1888 -1.7899 0.3026  0.212
H -0.2742 1.1365 0.0490  0.212
H -0.3395 1.5984 2.4117  0.217
H -1.5451 0.0436 2.5484  0.204
H 0.2269 -0.1151 2.3416  0.223
H -2.5517 1.7088 0.4697  0.203
H -2.5001 0.7529 -0.9212  0.202
H -2.9477 -1.1468 0.7828  0.200
H -4.3779 -0.0631 0.1341  0.214
H -3.6975 0.1238 1.7437  0.207
C 2.7900 1.4911 -2.2104  -0.604
C 2.9900 0.8803 -0.7923  -0.455
C 3.0188 1.6266 0.3407  0.446
N 3.0123 2.3227 1.3047  -0.642
H 2.0539 0.8656 -2.6526  0.208
H 2.2997 2.5100 -2.0779  0.211
H 3.6028 1.6299 -2.8473  0.213
H 3.6237 0.0008 -0.6533  0.229
H 2.2274 2.2130 2.0392  0.390

Forces on atoms 1 to 6 (eV/Å):
C 3.648 -0.400 1.409
C -2.509 0.162 0.419
P 3.899 0.822 0.973
C -1.095 -1.595 -2.487
C 1.338 1.694 0.621
C -1.242 -1.431 2.199

As for the gap between HOMO and LUMO: 0.3343 hartree. As for the molar mass: 185.25 g/mol. The structure (SMILES) is C=C(P)C[C@H](C)CC.CC=C=N. The value obtained for the highest occupied orbital energy is -8.25 eV. The calculation puts the LUMO energy at 0.846 eV. As for the relative energy (zero: lowest compared OMol25 entry of this formula, charge and spin): 5.3 kcal/mol.



(7)
The following is a quantum chemistry calculation of the molecule C2H5NO in a non-equilibrium geometry, from OMol25.

Last column: natural (NBO) charge in e.
Element x y z (Å)
C 1.0559 -0.1182 0.1884  -0.427
N -0.2073 -0.3190 -0.3624  -0.627
C -1.2305 0.5467 -0.1492  0.528
O -1.3652 1.4508 0.7250  -0.599
H 1.5225 0.8733 0.0134  0.229
H 1.1615 -0.4554 1.2429  0.194
H 1.7327 -0.9042 -0.2665  0.201
H -0.6043 -1.2574 -0.5665  0.404
H -2.0654 0.1833 -0.8251  0.097

Forces on atoms 1 to 6 (eV/Å):
C 3.438 -2.195 0.942
N -2.092 0.174 -0.579
C -2.156 1.162 2.305
O 1.118 -2.495 -3.261
H -0.755 -0.590 0.151
H -0.412 0.926 -0.142

As for the gap between HOMO and LUMO: 0.3927 hartree. As for the molar mass: 59.07 g/mol. The structure (SMILES) is CNC=O. The value obtained for the highest occupied orbital energy is -9.89 eV. The calculation puts the LUMO energy at 0.792 eV. As for the relative energy (zero: lowest compared OMol25 entry of this formula, charge and spin): 28.2 kcal/mol.



(8)
The following is a quantum chemistry calculation of a cluster of 12 separate species, C6H36O11S2 in total in a non-equilibrium geometry, from OMol25.

Last column: natural (NBO) charge in e.
Element x y z (Å)
C -1.4130 -3.3725 -0.9800  -0.624
C -1.6851 -2.8274 -2.4091  -0.400
C -2.3246 -1.4342 -2.2326  -0.555
S -1.0165 -0.1757 -2.5380  0.055
S -0.5843 1.2047 -1.2020  0.023
C 0.0641 0.4485 0.3992  -0.521
C 1.2713 1.4049 0.6692  -0.409
C 2.4872 1.1850 -0.1988  -0.626
H -0.6227 -2.7462 -0.5452  0.225
H -1.1020 -4.3921 -1.1531  0.201
H -2.3895 -3.4830 -0.5585  0.218
H -2.2978 -3.4564 -3.0508  0.207
H -0.7634 -3.0005 -3.1136  0.188
H -2.6504 -1.3911 -1.1879  0.256
H -3.1081 -1.4049 -2.9949  0.223
H 0.3941 -0.6141 0.2773  0.262
H -0.6732 0.5835 1.2273  0.225
H 0.8748 2.3766 0.4589  0.206
H 1.4110 1.3317 1.7325  0.179
H 3.3124 1.7237 0.2101  0.219
H 2.3921 1.5116 -1.2509  0.213
H 2.5454 0.0982 -0.3091  0.199
O 2.7144 -0.3055 3.7224  -0.941
H 2.0981 0.0114 3.0398  0.467
H 2.1578 -0.1089 4.4909  0.478
O 2.5779 -2.2253 -3.0536  -0.955
H 1.7008 -2.6275 -3.0520  0.479
H 2.4683 -1.2752 -3.2099  0.488
O -3.7849 1.7205 1.1178  -0.929
H -2.8311 1.7168 0.9376  0.471
H -3.8089 0.9163 1.6573  0.459
O -0.4881 1.5101 4.8329  -0.926
H 0.1592 1.3727 4.1210  0.452
H -0.4232 2.4996 4.6383  0.475
O -0.5344 1.9254 -4.3951  -0.986
H -0.0954 2.6702 -3.9951  0.486
H -1.4166 1.6224 -4.1630  0.501
O 0.2235 4.4598 0.0711  -0.959
H 1.0571 4.6994 0.4843  0.489
H 0.3297 3.9456 -0.7329  0.500
O 3.5841 -1.9946 1.7114  -0.940
H 3.9024 -2.9151 1.6900  0.475
H 3.2156 -2.1008 2.6046  0.479
O 1.6885 -2.1943 -0.1983  -1.002
H 2.3941 -1.6612 0.2339  0.500
H 2.1203 -2.4172 -1.0376  0.500
O 0.3983 -2.3572 2.2521  -0.977
H 0.5015 -2.5946 1.2993  0.502
H 1.3070 -2.2439 2.5325  0.469
O -2.1586 -1.7653 1.2005  -0.959
H -2.9296 -1.6534 1.7797  0.468
H -1.5632 -2.3311 1.7122  0.495
O -0.4890 3.5693 2.4892  -0.991
H -0.4337 4.0877 1.6610  0.499
H -1.3714 3.7933 2.8102  0.472

Forces on atoms 1 to 6 (eV/Å):
C 0.289 -0.858 -2.881
C 1.668 -0.573 -0.588
C 0.741 -0.530 -0.234
S 0.222 -1.821 -1.477
S -0.753 0.140 2.116
C 0.755 0.581 -0.579

As for the gap between HOMO and LUMO: 0.3037 hartree. As for the molar mass: 348.48 g/mol. The structure (SMILES) is CCCSSCCC.O.O.O.O.O.O.O.O.O.O.O. The value obtained for the highest occupied orbital energy is -8.15 eV. The calculation puts the LUMO energy at 0.120 eV.